The following is a quantum chemistry calculation of a cluster of 12 separate species, C64H176N24O16P8S4 in total at a distorted geometry, from the Open Molecules 2025 dataset.

Geometry (Å):
S (-3.691, -4.260, 2.342)
S (3.577, -2.981, 0.115)
S (3.604, -0.332, 3.612)
S (0.087, 1.327, -0.126)
P (2.284, 0.895, -6.524)
P (-1.436, -4.781, -3.509)
P (-3.377, 4.733, 2.577)
P (7.031, 1.288, -1.545)
P (-4.094, 0.096, 7.930)
P (-5.651, 1.517, -2.995)
P (1.285, -6.002, 4.711)
P (1.483, 6.683, -3.581)
O (4.900, -0.993, 3.528)
O (1.469, 7.886, -2.733)
O (1.896, -7.360, 4.639)
O (-3.349, -3.314, 1.308)
O (-3.553, -3.938, 3.747)
O (1.493, 1.635, -0.085)
O (-5.914, 2.882, -2.467)
O (-3.488, 3.462, 3.345)
O (7.817, 2.506, -1.551)
O (-2.712, -4.585, -4.212)
O (2.886, -3.887, -0.795)
O (3.007, -1.674, 0.512)
O (2.320, -1.041, 3.537)
O (1.331, 0.602, -7.594)
O (-3.732, 0.153, 9.353)
O (-0.782, 1.886, -1.141)
N (3.619, -0.046, -6.295)
N (7.188, 0.508, -3.020)
N (-5.543, 0.235, -1.955)
N (-4.335, 5.976, 3.076)
N (2.976, 6.049, -4.021)
N (5.463, 1.683, -1.280)
N (-1.592, -4.120, -2.019)
N (-3.211, -1.161, 7.331)
N (7.318, 0.107, -0.500)
N (1.558, 0.661, -5.059)
N (2.807, 2.427, -6.699)
N (-1.837, 5.345, 2.608)
N (-6.796, 0.922, -4.002)
N (0.831, 5.410, -2.811)
N (-5.720, 0.024, 7.775)
N (-3.980, 4.463, 1.085)
N (-4.309, 1.635, -3.896)
N (1.802, -4.830, 5.704)
N (-0.264, -4.058, -4.325)
N (0.897, 6.987, -5.105)
N (-0.248, -6.114, 5.213)
N (1.433, -5.195, 3.251)
N (-0.681, -6.231, -3.269)
N (-3.743, 1.350, 6.936)
C (0.314, 8.280, -5.330)
C (-6.299, -0.377, 6.576)
C (3.654, 5.238, -2.983)
C (-6.496, -0.599, 8.891)
C (6.893, -0.877, -3.305)
C (-1.082, -7.176, -2.260)
C (3.373, -1.487, -6.041)
C (-1.089, -4.983, 5.614)
C (-3.404, 2.753, -3.691)
C (-3.964, 6.646, 4.292)
C (6.864, 1.435, -4.090)
C (3.446, 1.043, 2.543)
C (0.961, 6.101, -6.224)
C (5.196, 2.830, -0.520)
C (-2.136, -1.597, 8.062)
C (-0.704, -7.344, 5.757)
C (-6.916, -0.405, -4.327)
C (3.353, 2.090, 4.722)
C (-3.731, 5.309, -0.002)
C (-7.525, 1.805, -4.823)
C (3.543, 0.640, 5.138)
C (-2.358, 1.644, 6.679)
C (3.789, 2.995, -5.749)
C (-0.646, 1.700, 1.504)
C (-5.317, -4.947, 1.969)
C (1.086, -4.021, -3.903)
C (4.707, 0.249, -7.146)
C (-2.750, -5.766, 2.074)
C (-0.421, -3.080, -5.374)
C (0.605, -4.048, 3.043)
C (-4.664, 2.502, 6.789)
C (-0.077, -0.460, -0.002)
C (-1.368, 6.564, 1.925)
C (2.125, 0.324, -3.852)
C (-5.753, 5.933, 2.958)
C (3.784, 6.923, -4.812)
C (-0.086, 5.625, -1.622)
C (-0.202, -6.931, -4.429)
C (5.305, -2.823, -0.510)
C (-3.772, -6.868, 1.914)
C (-0.480, -0.793, 1.438)
C (4.425, 0.672, -1.373)
C (5.605, -4.144, 1.501)
C (2.897, 3.030, -8.033)
C (1.682, -5.156, 7.104)
C (-3.171, -1.624, 5.944)
C (6.924, 0.164, 0.919)
C (-4.339, 3.086, 0.699)
C (-6.758, -0.068, -1.274)
C (4.058, -3.898, 1.587)
C (0.621, 4.173, -3.466)
C (-1.344, 0.371, 1.920)
C (-0.966, 4.912, 3.691)
C (-0.480, -3.943, -1.092)
C (-2.296, -2.855, -2.053)
C (2.937, -4.033, 5.367)
C (-4.308, -0.060, -1.284)
C (0.123, 0.819, -4.979)
C (1.294, -6.146, 2.164)
C (5.992, -4.083, 0.000)
C (8.600, -0.655, -0.667)
C (-4.986, -6.261, 1.196)
C (-3.875, 0.591, -4.722)
C (3.918, 2.273, 3.305)
H (3.392, -4.712, 1.666)
H (3.817, -3.161, 2.334)
H (4.120, 5.913, -2.267)
H (-5.798, -5.007, 2.941)
H (-1.709, 0.800, 6.854)
H (4.733, 3.101, -6.317)
H (6.075, 0.896, 0.988)
H (0.934, -0.835, -0.136)
H (3.570, 3.254, 2.904)
H (7.385, -1.090, -4.284)
H (-3.167, -2.710, 5.976)
H (-4.504, 5.339, -0.750)
H (0.061, -8.080, 5.498)
H (7.794, 0.489, 1.520)
H (-0.237, -7.740, -1.862)
H (5.015, 2.230, 3.321)
H (-1.190, 7.343, 2.684)
H (5.863, -1.119, -3.551)
H (-6.726, 0.251, -0.224)
H (0.894, -5.909, 7.231)
H (-0.132, 1.637, -4.294)
H (1.448, -4.289, 7.721)
H (-3.092, -2.903, -2.828)
H (-7.489, -0.142, 9.011)
H (1.294, 5.125, -5.890)
H (-7.602, 0.490, -1.692)
H (0.026, -6.223, -5.255)
H (-6.500, -0.992, -3.525)
H (-3.070, 3.305, -4.578)
H (2.176, 2.639, -8.740)
H (3.106, 7.385, -5.548)
H (-7.030, -1.127, -1.281)
H (-0.853, -7.282, 6.827)
H (-2.155, -1.298, 9.128)
H (4.156, -1.963, -5.434)
H (0.102, -4.826, -0.913)
H (-2.655, -2.644, -1.024)
H (7.173, 2.479, -3.853)
H (5.833, -5.126, 1.904)
H (5.838, 1.406, -4.408)
H (-5.109, 3.058, -0.086)
H (3.410, -2.036, -6.991)
H (0.940, 8.958, -5.880)
H (3.119, -3.978, 4.296)
H (-4.499, 0.111, -0.235)
H (1.359, -2.972, -3.868)
H (4.450, 4.643, -3.443)
H (-1.043, -4.760, 6.683)
H (2.434, 1.167, 2.163)
H (-3.449, 2.540, 0.344)
H (0.873, -3.519, 2.132)
H (3.179, 0.566, -3.766)
H (-7.371, -0.189, 6.614)
H (0.336, 6.491, -1.074)
H (-0.464, 6.401, 1.354)
H (-2.499, 2.428, -3.217)
H (-3.517, 0.583, -1.706)
H (-2.216, -5.545, 1.143)
H (3.693, 2.822, 5.465)
H (9.299, -0.467, 0.148)
H (0.047, -3.422, -6.297)
H (-1.635, -1.998, -2.338)
H (4.915, 1.330, -7.330)
H (-1.286, 3.976, 4.155)
H (-7.963, -0.658, -4.558)
H (-5.930, -0.657, 9.809)
H (1.555, -5.717, 1.217)
H (3.858, 2.940, -8.564)
H (-3.003, 7.053, 4.084)
H (-6.067, -1.420, 6.284)
H (-3.890, 3.487, -3.080)
H (-5.904, -4.260, 1.329)
H (0.823, -3.385, 3.920)
H (-3.827, 5.910, 5.103)
H (0.587, 3.406, -2.720)
H (1.359, 3.961, -4.244)
H (5.236, -2.724, -1.607)
H (-3.291, -7.716, 1.426)
H (0.668, -7.553, -4.147)
H (-2.152, 6.913, 1.252)
H (-4.727, 7.346, 4.585)
H (5.550, -0.330, -6.767)
H (1.294, -4.387, -2.914)
H (-2.231, 1.891, 5.639)
H (-4.101, -1.359, 5.461)
H (-0.481, -4.287, 2.957)
H (-4.096, -7.212, 2.893)
H (4.666, -0.014, -2.187)
H (4.183, 7.743, -4.230)
H (2.011, -0.745, -3.634)
H (3.869, -4.512, 5.734)
H (0.102, 8.784, -4.379)
H (5.132, 2.576, 0.539)
H (9.133, -0.409, -1.584)
H (-5.944, 0.260, 5.748)
H (-8.602, 1.581, -4.767)
H (-2.176, -5.864, 2.986)
H (2.627, -5.500, 7.509)
H (-4.762, 2.611, 1.596)
H (-2.360, -1.203, 5.332)
H (-0.399, 4.112, -3.875)
H (0.185, -3.087, -1.257)
H (2.703, 0.118, 5.649)
H (0.068, 2.017, 2.261)
H (2.936, -3.048, 5.813)
H (-0.041, 5.952, -6.655)
H (-6.735, -1.619, 8.510)
H (-4.096, 0.704, -5.776)
H (1.640, 6.326, -7.073)
H (2.975, 4.544, -2.488)
H (4.268, 3.323, -0.832)
H (-0.565, 8.149, -5.984)
H (-1.208, -1.251, 7.608)
H (-2.115, -5.212, 5.468)
H (0.046, -2.155, -5.073)
H (7.234, -1.628, -2.557)
H (1.604, 0.866, -3.029)
H (6.653, -0.853, 1.313)
H (-4.291, -0.340, -4.327)
H (-2.115, -2.723, 7.997)
H (-4.663, 3.154, 7.653)
H (3.974, 2.381, -4.880)
H (-4.432, 3.083, 5.948)
H (-1.097, 5.764, -1.929)
H (8.264, -1.711, -0.689)
H (5.614, -4.930, -0.565)
H (-0.837, -4.101, 5.061)
H (-1.441, 0.344, 3.002)
H (0.233, -6.447, 2.011)
H (-6.242, 6.916, 2.949)
H (-6.415, -0.654, -5.250)
H (1.760, -4.533, -4.567)
H (-0.106, 4.722, -1.002)
H (2.354, -1.609, -5.674)
H (4.383, 0.090, -0.435)
H (4.101, 0.957, 1.665)
H (3.474, 3.994, -5.429)
H (-1.675, -7.629, 5.317)
H (-7.282, 1.662, -5.898)
H (-2.787, 0.529, -4.638)
H (1.822, -7.088, 2.362)
H (-0.962, -1.742, 1.465)
H (-4.629, -5.963, 0.194)
H (0.421, -0.859, 2.086)
H (-1.836, -7.879, -2.635)
H (-1.596, -6.599, -1.491)
H (-0.838, 5.703, 4.455)
H (-1.974, 2.486, 7.267)
H (6.080, -3.343, 2.087)
H (7.511, 1.104, -4.914)
H (-0.256, 1.205, -5.947)
H (-3.916, -1.070, -1.409)
H (-5.847, -6.897, 1.099)
H (4.521, 6.350, -5.357)
H (2.604, 4.064, -7.964)
H (-7.395, 2.838, -4.520)
H (4.501, -0.164, -8.147)
H (-0.389, -0.074, -4.611)
H (-5.669, 2.097, 6.677)
H (-0.803, -0.778, -0.776)
H (-1.001, -7.554, -4.809)
H (-1.475, -2.861, -5.492)
H (-0.014, 4.661, 3.260)
H (7.067, -4.011, -0.048)
H (-3.545, 6.339, 0.299)
H (5.992, 3.550, -0.612)
H (-2.332, 0.292, 1.493)
H (-1.321, 2.538, 1.312)
H (4.472, 0.437, 5.628)
H (5.659, -1.834, -0.201)
H (-6.060, 5.442, 2.050)
H (-0.926, -3.670, -0.099)
H (3.463, 1.189, -1.533)
H (-6.306, 5.446, 3.780)
H (2.268, 2.250, 4.665)
H (-2.870, 4.939, -0.563)

Properties
E = -255406.1091 eV
orbital gap = 8.5553 eV
SMILES = CN(C)P(=O)(N(C)C)N(C)C.CN(C)P(=O)(N(C)C)N(C)C.CN(C)P(=O)(N(C)C)N(C)C.CN(C)P(=O)(N(C)C)N(C)C.CN(C)P(=O)(N(C)C)N(C)C.CN(C)P(=O)(N(C)C)N(C)C.CN(C)P(=O)(N(C)C)N(C)C.CN(C)P(=O)(N(C)C)N(C)C.O=S1(=O)CCCC1.O=S1(=O)CCCC1.O=S1(=O)CCCC1.O=S1(=O)CCCC1
HOMO level = -8.39 eV
lowest unoccupied orbital energy = 0.2 eV
spin multiplicity = 1
total charge = 0

Löwdin population analysis, charges in e, atoms 1 to 4: S 0.67; S 0.72; S 0.69; S 0.66